No. 1
A structure of composition C5H13NO2, computed with ωB97M-V/def2-TZVPD.

Its HOMO-LUMO gap is 10.37 eV. For the largest force on an atom, the calculation gives 3.72 eV/Å. The energy relative to the best compared isomer or geometry (same formula, charge and spin) is 66.74 kcal/mol. As for the highest occupied orbital energy: -9.5 eV.

```
! wB97M-V def2-TZVPD RIJCOSX def2/J DEFGRID3
* xyz 0 1
C -1.84 0.49 -1.14
N -1.26 -0.55 -0.28
C -0.22 -0.03 0.61
C 0.84 0.70 -0.18
C 1.48 1.83 0.49
O 1.25 2.17 1.63
C 0.35 -1.17 1.46
H -1.12 0.78 -1.91
H -2.72 0.11 -1.63
H -2.13 1.40 -0.57
H -2.00 -0.94 0.30
H -0.67 0.68 1.31
H 1.05 0.44 -1.21
H 1.88 0.53 0.42
H 2.13 2.46 -0.15
H 1.12 -0.78 2.12
H 0.79 -1.93 0.81
H -0.44 -1.64 2.07
H -0.62 -3.08 -2.35
H -0.45 -1.80 -1.48
O 0.00 -2.37 -2.15
*
```


No. 2
A structure of composition C23H14Cl2GdN6O2S4, computed with ωB97M-V/def2-TZVPD.

Its HOMO-LUMO gap (spin up / spin down) is 6.39 / 5.12 eV. For the largest force on an atom, the calculation gives 0.87 eV/Å. As for the highest occupied orbital energy (spin up / spin down): -4.6 / -4.4 eV.

```
! wB97M-V def2-TZVPD RIJCOSX def2/J DEFGRID3
* xyz -1 8
Gd 0.30 0.29 0.50
Cl -4.78 -3.86 3.87
C -4.07 -2.68 2.80
C -2.71 -2.74 2.56
C -2.06 -1.80 1.74
N -0.68 -1.79 1.48
C 0.11 -2.76 1.96
O -0.19 -3.73 2.67
C 1.58 -2.64 1.60
C 2.49 -3.41 2.30
C 3.82 -3.34 1.95
C 4.19 -2.52 0.89
C 3.22 -1.78 0.26
N 1.93 -1.82 0.61
C -2.84 -0.76 1.19
C -4.22 -0.76 1.40
C -4.84 -1.70 2.20
Cl -6.56 -1.59 2.45
N -2.20 0.19 0.36
C -2.78 1.37 0.14
O -3.77 1.88 0.71
C -2.14 2.18 -0.97
C -2.87 3.19 -1.57
C -2.30 3.88 -2.62
C -1.02 3.55 -3.02
C -0.35 2.55 -2.34
N -0.90 1.86 -1.34
H -2.14 -3.53 3.00
H 2.12 -4.05 3.09
H 4.57 -3.91 2.49
H 5.22 -2.43 0.58
H 3.46 -1.10 -0.55
H -4.82 0.02 0.96
H -3.86 3.41 -1.18
H -2.85 4.68 -3.11
H -0.53 4.07 -3.83
H 0.67 2.29 -2.58
S 4.89 2.02 -0.04
C 3.33 1.46 0.10
S 2.61 1.28 1.68
S 2.36 1.02 -1.29
S -0.62 2.95 1.80
C -1.14 1.72 2.79
N -2.45 1.66 3.22
C -2.88 0.76 4.12
C -2.00 -0.14 4.65
C -0.75 -0.20 4.01
N -0.34 0.66 3.12
H -3.11 2.19 2.66
H -3.93 0.78 4.36
H -2.32 -0.88 5.36
H -0.09 -1.04 4.21
*
```


No. 3
A structure of composition C13H52O13, computed with ωB97M-V/def2-TZVPD.

Its HOMO-LUMO gap is 8.27 eV. For the largest force on an atom, the calculation gives 15.49 eV/Å. The energy relative to the best compared isomer or geometry (same formula, charge and spin) is 556.34 kcal/mol. As for the highest occupied orbital energy: -8.4 eV.

```
! wB97M-V def2-TZVPD RIJCOSX def2/J DEFGRID3
* xyz 0 1
C -2.71 0.66 -1.74
O -2.98 1.77 -0.89
H -1.89 0.88 -2.43
H -2.33 -0.06 -1.03
H -3.65 0.29 -2.15
H -2.41 2.51 -1.10
C 0.28 -1.82 2.28
O -1.06 -1.96 1.79
H 0.36 -2.30 3.26
H 1.01 -2.26 1.60
H 0.53 -0.76 2.37
H -1.18 -2.85 1.47
C 0.58 3.65 1.86
O 0.84 2.36 1.42
H 0.81 3.76 2.92
H 1.17 4.34 1.26
H -0.48 3.86 1.77
H 0.22 1.75 1.83
C -1.46 2.11 3.35
O -1.14 1.70 1.95
H -1.36 3.18 3.53
H -2.48 1.82 3.60
H -0.78 1.64 4.07
H -1.43 0.79 1.84
C -0.63 2.90 -0.78
O -1.63 3.15 -1.80
H 0.35 3.30 -1.05
H -0.91 3.50 0.09
H -0.62 1.86 -0.46
H -1.81 4.08 -1.68
C -0.53 -3.92 0.21
O -1.17 -3.87 1.43
H 0.48 -4.34 0.28
H -1.05 -4.56 -0.50
H -0.52 -2.93 -0.24
H -1.47 -4.75 1.67
C -0.38 -0.64 -2.98
O -0.37 -1.89 -2.25
H -1.19 -0.68 -3.71
H -0.54 0.23 -2.34
H 0.45 -0.39 -3.63
H -1.25 -2.09 -1.92
C 2.44 -0.07 1.31
O 3.44 -0.40 2.29
H 2.70 0.88 0.85
H 2.45 -0.82 0.52
H 1.45 0.08 1.74
H 3.24 -1.28 2.62
C 2.59 3.12 -0.71
O 1.57 2.16 -0.42
H 3.27 2.74 -1.46
H 2.17 4.02 -1.17
H 3.11 3.30 0.23
H 1.08 2.31 0.39
C -2.91 -0.22 1.55
O -1.73 -0.27 2.39
H -2.60 -0.17 0.51
H -3.63 -1.03 1.68
H -3.49 0.67 1.76
H -1.33 -1.11 2.17
C -0.01 0.14 -0.10
O 0.66 -1.04 -0.38
H -0.50 0.58 -0.96
H -0.75 0.03 0.69
H 0.77 0.88 0.10
H 0.03 -1.52 -0.93
C 0.80 -4.11 -2.67
O 1.09 -3.06 -1.79
H -0.23 -4.44 -2.57
H 0.97 -3.86 -3.72
H 1.46 -4.94 -2.44
H 0.42 -2.38 -1.91
C 2.58 -1.00 -1.96
O 3.33 -0.09 -2.74
H 2.28 -0.59 -0.99
H 1.62 -1.34 -2.35
H 3.16 -1.90 -1.78
H 2.84 0.72 -2.89
*
```


No. 4
A structure of composition C25H22B2Cl3F2IrN2O4S3, computed with ωB97M-V/def2-TZVPD.

Its HOMO-LUMO gap (spin up / spin down) is 4.52 / 6.09 eV. For the largest force on an atom, the calculation gives 5.54 eV/Å. The energy relative to the best compared isomer or geometry (same formula, charge and spin) is 0.00 kcal/mol. As for the highest occupied orbital energy (spin up / spin down): -2.3 / -4.6 eV.

```
! wB97M-V def2-TZVPD RIJCOSX def2/J DEFGRID3
* xyz -1 6
Ir -0.53 -2.35 -1.99
S -0.25 -5.56 1.36
C -0.18 -4.28 0.31
S -1.18 -2.89 -0.09
S 1.03 -3.94 -0.92
F 3.48 -2.84 -0.68
B 2.40 -3.21 0.00
F 2.34 -2.99 1.29
C 0.66 0.68 7.01
C 0.03 1.54 5.90
C -1.52 1.45 5.97
C 0.42 3.02 6.11
C 0.58 1.12 4.54
C 1.86 0.60 4.47
C 2.48 0.24 3.27
C 1.70 0.35 2.13
O 2.02 0.05 0.79
B 0.91 0.47 0.10
O -0.14 0.91 0.90
C 0.38 0.85 2.20
C -0.19 1.31 3.38
H 0.16 0.87 7.96
H 1.73 0.94 7.13
H 0.61 -0.41 6.80
H -1.88 1.69 6.99
H -1.89 0.42 5.75
H -1.98 2.16 5.28
H 0.09 3.39 7.08
H -0.01 3.69 5.35
H 1.52 3.15 6.09
H 2.42 0.52 5.37
H 3.50 -0.11 3.29
H -1.14 1.83 3.42
Cl -2.29 -3.98 -3.09
C -3.69 -3.35 -4.04
Cl -3.41 -3.52 -5.80
H -3.73 -2.26 -3.82
H -4.57 -3.92 -3.73
O -3.06 -0.35 -3.66
C -2.16 0.26 -3.08
N -1.02 -0.37 -2.34
C -0.26 0.62 -1.93
O 0.91 0.50 -1.30
C -0.74 1.91 -2.25
C -0.08 3.10 -2.04
C -0.72 4.16 -2.68
C -1.92 4.01 -3.41
C -2.59 2.80 -3.57
C -1.92 1.72 -3.01
H 0.83 3.20 -1.49
H -0.31 5.16 -2.61
H -2.37 4.92 -3.83
H -3.55 2.73 -4.08
Cl 4.33 -0.91 -4.55
C 2.68 -1.42 -4.70
C 2.12 -1.57 -5.95
C 0.82 -2.08 -6.06
C 0.11 -2.36 -4.92
N 0.65 -2.13 -3.69
C 1.95 -1.71 -3.56
H 2.69 -1.20 -6.78
H 0.39 -2.30 -7.03
H -0.89 -2.77 -4.97
H 2.36 -1.55 -2.56
*
```


No. 5
A cluster of 2 separate species, C3H12NO2 in total, computed with ωB97M-V/def2-TZVPD.

Its HOMO-LUMO gap is 11.46 eV. For the largest force on an atom, the calculation gives 7.14 eV/Å. The energy relative to the best compared isomer or geometry (same formula, charge and spin) is 32.88 kcal/mol. As for the highest occupied orbital energy: -14.7 eV.

```
! wB97M-V def2-TZVPD RIJCOSX def2/J DEFGRID3
* xyz 1 1
C 0.56 -0.03 0.09
C -0.11 1.40 0.36
C -0.23 2.29 -1.03
O -1.49 1.12 0.70
N -0.03 -1.20 0.91
H 0.37 -0.40 -0.94
H 1.64 -0.08 0.32
H 0.51 1.97 1.00
H 0.76 2.54 -1.37
H -0.91 3.21 -0.86
H -0.79 1.73 -1.81
H -1.81 1.88 1.21
H -1.03 -0.76 1.05
H 0.23 -1.21 1.92
H 0.21 -1.97 0.37
H 1.59 -3.73 -0.69
H 0.53 -2.94 -1.61
O 1.19 -2.85 -0.88
*
```


No. 6
A structure of composition C4H6N2, computed with ωB97M-V/def2-TZVPD.

Its HOMO-LUMO gap (spin up / spin down) is 8.71 / 8.71 eV. For the largest force on an atom, the calculation gives 0.86 eV/Å. The energy relative to the best compared isomer or geometry (same formula, charge and spin) is 160.35 kcal/mol. As for the highest occupied orbital energy (spin up / spin down): -9.0 / -9.0 eV.

```
! wB97M-V def2-TZVPD RIJCOSX def2/J DEFGRID3
* xyz 0 1
N -0.34 -1.11 -1.09
C 0.27 -0.11 -0.27
C 0.76 -0.64 1.08
C -0.37 0.33 1.03
C 0.16 1.23 -0.79
N -0.77 2.00 -0.82
H -1.07 -0.71 -1.67
H 0.34 -1.56 -1.70
H 1.72 -0.31 1.50
H 0.59 -1.71 1.13
H -1.34 1.31 0.19
H 0.04 1.27 1.41
*
```


No. 7
A cluster of 2 separate species, C5H9NO3 in total, computed with ωB97M-V/def2-TZVPD.

Its SMILES is N#CC[C@]1(CO)CO1.O. Its HOMO-LUMO gap is 10.52 eV. For the largest force on an atom, the calculation gives 5.40 eV/Å. The energy relative to the best compared isomer or geometry (same formula, charge and spin) is 102.50 kcal/mol. As for the highest occupied orbital energy: -10.0 eV.

```
! wB97M-V def2-TZVPD RIJCOSX def2/J DEFGRID3
* xyz 0 1
O -1.39 -2.27 -1.56
C -0.79 -1.01 -1.69
C -0.50 -0.35 -0.35
C 0.22 0.99 -0.49
C 0.62 1.63 0.78
N 0.47 2.29 1.76
C -1.30 -0.68 0.83
O 0.01 -1.24 0.64
H -0.79 -2.86 -1.11
H 0.15 -1.06 -2.26
H -1.49 -0.37 -2.25
H 1.13 0.85 -1.09
H -0.43 1.69 -1.03
H -1.38 0.04 1.65
H -2.12 -1.40 0.73
O 2.81 1.37 1.62
H 2.71 0.41 1.52
H 2.09 1.96 2.31
*
```


No. 8
The molecule C2H3Cl2NSi, computed with ωB97M-V/def2-TZVPD.

Its SMILES is N#CC[SiH](Cl)Cl. Its HOMO-LUMO gap is 11.76 eV. For the largest force on an atom, the calculation gives 4.92 eV/Å. The energy relative to the best compared isomer or geometry (same formula, charge and spin) is 12.11 kcal/mol. As for the highest occupied orbital energy: -11.3 eV.

```
! wB97M-V def2-TZVPD RIJCOSX def2/J DEFGRID3
* xyz 0 1
C 0.45 1.76 -0.38
C 0.38 0.24 -0.57
N 0.63 2.87 -0.23
Si 0.21 -0.58 1.19
Cl 1.79 -0.20 2.38
Cl 0.05 -2.53 1.03
H 1.29 -0.18 -0.81
H -0.36 -0.06 -1.21
H -0.86 -0.12 2.01
*
```


No. 9
A cluster of 2 separate species, C2H7PS3 in total, computed with ωB97M-V/def2-TZVPD.

Its SMILES is S=[PH](S)S.C=C. Its HOMO-LUMO gap is 9.61 eV. For the largest force on an atom, the calculation gives 0.46 eV/Å. The energy relative to the best compared isomer or geometry (same formula, charge and spin) is 17.92 kcal/mol. As for the highest occupied orbital energy: -9.4 eV.

```
! wB97M-V def2-TZVPD RIJCOSX def2/J DEFGRID3
* xyz 0 1
C -1.78 0.83 0.57
C -2.18 -0.42 0.54
P 2.09 0.01 -0.18
S 0.90 0.36 -1.92
S 1.50 -1.85 0.59
S 2.19 1.44 1.11
H -0.79 1.10 0.93
H -2.41 1.65 0.25
H 3.30 -0.33 -0.81
H -1.55 -1.23 0.86
H -3.17 -0.70 0.20
H 0.52 1.58 -1.53
H 1.38 -2.44 -0.61
*
```


No. 10
The ion C8H15N2 with charge +1, computed with ωB97M-V/def2-TZVPD.

Its HOMO-LUMO gap is 5.56 eV. For the largest force on an atom, the calculation gives 5.08 eV/Å. The energy relative to the best compared isomer or geometry (same formula, charge and spin) is 124.43 kcal/mol. As for the highest occupied orbital energy: -11.3 eV.

```
! wB97M-V def2-TZVPD RIJCOSX def2/J DEFGRID3
* xyz 1 1
C -0.95 -0.50 0.16
C -0.03 -1.35 0.23
C 2.53 0.90 0.37
C 1.37 -1.09 0.96
C 0.19 -2.66 -0.48
C -1.03 1.86 0.36
C -3.06 0.62 -0.54
C -1.87 0.57 0.45
N 2.29 -0.41 0.18
N 2.91 1.67 -0.53
H 1.22 -0.39 1.74
H 1.80 -2.00 1.24
H 1.25 -2.77 -0.83
H -0.34 -2.78 -1.36
H -0.13 -3.45 0.16
H -0.31 1.82 1.14
H -1.71 2.55 0.68
H -0.48 2.07 -0.56
H -3.94 1.25 -0.24
H -3.55 -0.41 -0.62
H -2.81 0.93 -1.55
H -2.09 0.46 1.45
H 2.81 -0.97 -0.54
H 2.93 2.69 -0.34
H 3.00 1.39 -1.54
*
```


No. 11
A cluster of 2 separate species, C3H5N5O3S2 in total, computed with ωB97M-V/def2-TZVPD.

Its HOMO-LUMO gap (spin up / spin down) is 7.79 / 7.79 eV. For the largest force on an atom, the calculation gives 4.09 eV/Å. The energy relative to the best compared isomer or geometry (same formula, charge and spin) is 16.45 kcal/mol. As for the highest occupied orbital energy (spin up / spin down): -8.8 / -8.8 eV.

```
! wB97M-V def2-TZVPD RIJCOSX def2/J DEFGRID3
* xyz 0 1
C -2.40 -0.73 -0.36
C -1.24 -0.12 0.04
C 0.42 -1.83 -0.18
N -1.44 1.24 0.30
N -2.74 1.56 0.31
N 1.71 -1.87 -0.64
N 1.24 2.13 1.30
N 0.00 -0.55 0.15
O -0.24 -2.86 -0.11
O 0.75 2.17 -1.07
O 2.90 0.96 -0.43
S -3.64 0.36 -0.27
S 1.59 1.60 -0.10
H -2.57 -1.87 -0.39
H 2.17 -0.97 -0.37
H 2.27 -2.76 -0.54
H 1.95 1.64 1.85
H -0.71 1.92 0.52
*
```


No. 12
The ion C16H24N3O3 with charge +1, computed with ωB97M-V/def2-TZVPD.

Its SMILES is CC(=O)N(C)CCCCc1ccc[n+](N(C(C)=O)C(C)=O)c1. Its HOMO-LUMO gap is 7.74 eV. For the largest force on an atom, the calculation gives 1.14 eV/Å. The energy relative to the best compared isomer or geometry (same formula, charge and spin) is 13.09 kcal/mol. As for the highest occupied orbital energy: -12.2 eV.

```
! wB97M-V def2-TZVPD RIJCOSX def2/J DEFGRID3
* xyz 1 1
C -1.50 -0.06 4.03
C -0.54 -0.64 3.03
O 0.59 -0.23 2.91
N -1.07 -1.67 2.23
C -1.45 -2.86 3.04
C -0.20 -2.00 1.10
C -0.95 -2.13 -0.24
C -2.11 -1.14 -0.41
C -2.09 -0.46 -1.81
C -1.31 0.82 -1.73
C -1.95 2.05 -1.55
C -1.21 3.21 -1.47
C 0.16 3.15 -1.56
N 0.77 1.96 -1.72
N 2.17 2.01 -1.81
C 2.72 1.15 -2.89
C 3.23 -0.22 -2.57
O 2.69 1.59 -4.00
C 2.83 1.96 -0.48
C 2.33 1.01 0.57
O 3.75 2.70 -0.33
C 0.06 0.82 -1.82
H -1.93 0.85 3.61
H -2.31 -0.74 4.25
H -0.95 0.17 4.94
H -1.06 -2.79 4.05
H -1.09 -3.76 2.56
H -2.53 -2.94 3.12
H 0.34 -2.93 1.28
H 0.55 -1.22 0.98
H -0.21 -1.95 -1.01
H -1.31 -3.15 -0.38
H -3.06 -1.65 -0.28
H -2.03 -0.35 0.33
H -1.66 -1.13 -2.55
H -3.11 -0.21 -2.10
H -3.03 2.08 -1.49
H -1.68 4.17 -1.34
H 0.80 4.02 -1.53
H 3.47 -0.38 -1.53
H 4.08 -0.42 -3.22
H 2.46 -0.94 -2.85
H 2.95 0.12 0.56
H 2.50 1.49 1.54
H 1.28 0.75 0.49
H 0.61 -0.10 -1.95
*
```


- The lowest largest force on an atom belongs to which entry?
  C2H7PS3


Copy entry 5 word for word.
A cluster of 2 separate species, C3H12NO2 in total, computed with ωB97M-V/def2-TZVPD.

Its HOMO-LUMO gap is 11.46 eV. For the largest force on an atom, the calculation gives 7.14 eV/Å. The energy relative to the best compared isomer or geometry (same formula, charge and spin) is 32.88 kcal/mol. As for the highest occupied orbital energy: -14.7 eV.

```
! wB97M-V def2-TZVPD RIJCOSX def2/J DEFGRID3
* xyz 1 1
C 0.56 -0.03 0.09
C -0.11 1.40 0.36
C -0.23 2.29 -1.03
O -1.49 1.12 0.70
N -0.03 -1.20 0.91
H 0.37 -0.40 -0.94
H 1.64 -0.08 0.32
H 0.51 1.97 1.00
H 0.76 2.54 -1.37
H -0.91 3.21 -0.86
H -0.79 1.73 -1.81
H -1.81 1.88 1.21
H -1.03 -0.76 1.05
H 0.23 -1.21 1.92
H 0.21 -1.97 0.37
H 1.59 -3.73 -0.69
H 0.53 -2.94 -1.61
O 1.19 -2.85 -0.88
*
```


Repeat the eighth record exactly.
The molecule C2H3Cl2NSi, computed with ωB97M-V/def2-TZVPD.

Its SMILES is N#CC[SiH](Cl)Cl. Its HOMO-LUMO gap is 11.76 eV. For the largest force on an atom, the calculation gives 4.92 eV/Å. The energy relative to the best compared isomer or geometry (same formula, charge and spin) is 12.11 kcal/mol. As for the highest occupied orbital energy: -11.3 eV.

```
! wB97M-V def2-TZVPD RIJCOSX def2/J DEFGRID3
* xyz 0 1
C 0.45 1.76 -0.38
C 0.38 0.24 -0.57
N 0.63 2.87 -0.23
Si 0.21 -0.58 1.19
Cl 1.79 -0.20 2.38
Cl 0.05 -2.53 1.03
H 1.29 -0.18 -0.81
H -0.36 -0.06 -1.21
H -0.86 -0.12 2.01
*
```


What did the second record say?
A structure of composition C23H14Cl2GdN6O2S4, computed with ωB97M-V/def2-TZVPD.

Its HOMO-LUMO gap (spin up / spin down) is 6.39 / 5.12 eV. For the largest force on an atom, the calculation gives 0.87 eV/Å. As for the highest occupied orbital energy (spin up / spin down): -4.6 / -4.4 eV.

```
! wB97M-V def2-TZVPD RIJCOSX def2/J DEFGRID3
* xyz -1 8
Gd 0.30 0.29 0.50
Cl -4.78 -3.86 3.87
C -4.07 -2.68 2.80
C -2.71 -2.74 2.56
C -2.06 -1.80 1.74
N -0.68 -1.79 1.48
C 0.11 -2.76 1.96
O -0.19 -3.73 2.67
C 1.58 -2.64 1.60
C 2.49 -3.41 2.30
C 3.82 -3.34 1.95
C 4.19 -2.52 0.89
C 3.22 -1.78 0.26
N 1.93 -1.82 0.61
C -2.84 -0.76 1.19
C -4.22 -0.76 1.40
C -4.84 -1.70 2.20
Cl -6.56 -1.59 2.45
N -2.20 0.19 0.36
C -2.78 1.37 0.14
O -3.77 1.88 0.71
C -2.14 2.18 -0.97
C -2.87 3.19 -1.57
C -2.30 3.88 -2.62
C -1.02 3.55 -3.02
C -0.35 2.55 -2.34
N -0.90 1.86 -1.34
H -2.14 -3.53 3.00
H 2.12 -4.05 3.09
H 4.57 -3.91 2.49
H 5.22 -2.43 0.58
H 3.46 -1.10 -0.55
H -4.82 0.02 0.96
H -3.86 3.41 -1.18
H -2.85 4.68 -3.11
H -0.53 4.07 -3.83
H 0.67 2.29 -2.58
S 4.89 2.02 -0.04
C 3.33 1.46 0.10
S 2.61 1.28 1.68
S 2.36 1.02 -1.29
S -0.62 2.95 1.80
C -1.14 1.72 2.79
N -2.45 1.66 3.22
C -2.88 0.76 4.12
C -2.00 -0.14 4.65
C -0.75 -0.20 4.01
N -0.34 0.66 3.12
H -3.11 2.19 2.66
H -3.93 0.78 4.36
H -2.32 -0.88 5.36
H -0.09 -1.04 4.21
*
```